Molecular formula: C4H12NO3
Method: DFT, ωB97M-V/def2-TZVPD

Results
* total charge: -1
* energy above the lowest of the compared OMol25 structures with the same formula, charge and spin: 1.355 eV
* HOMO energy: -3.341 eV

CARTESIAN COORDINATES (ANGSTROEM)
C 1.33 -0.39 0.73
O 1.53 -1.69 0.38
C -0.01 0.29 0.02
C -1.11 0.47 1.07
C -2.36 1.24 0.52
O -1.90 2.62 0.65
N -0.49 -0.62 -1.01
H 1.20 -0.49 1.82
H 2.16 0.25 0.40
H 0.25 1.28 -0.35
H -1.29 -0.45 1.63
H -0.63 0.93 1.93
H -2.65 0.95 -0.47
H -3.25 1.13 1.13
H -1.61 2.89 -0.23
H -1.02 -1.38 -0.60
H 0.24 -1.00 -1.57
H 2.03 -1.71 -1.01
H 3.48 -1.44 -1.84
O 2.56 -1.74 -1.94

Molecular formula: C19H36Cl2IN3O4PS2
Method: DFT, ωB97M-V/def2-TZVPD

Results
* total charge: -1
* HOMO energy: -4.671 eV

CARTESIAN COORDINATES (ANGSTROEM)
C -0.06 -2.92 -2.45
C -0.79 -2.60 -1.16
Cl -2.50 -3.28 -1.39
C -0.14 -3.20 0.08
P 0.28 -2.03 1.59
C 1.31 -0.95 0.36
N 2.29 0.03 0.89
C -1.38 -1.07 1.43
C -1.48 0.40 0.99
C -2.20 0.63 -0.35
C -2.84 2.00 -0.46
C -3.32 2.30 -1.89
C -2.21 2.76 -2.82
C -2.71 2.94 -4.25
S -1.40 3.23 -5.47
C -0.35 1.89 -5.23
N 0.83 1.96 -4.71
N 1.39 0.70 -4.86
C 0.50 -0.01 -5.44
O -0.62 0.65 -5.73
C 0.82 -1.07 3.20
C 0.22 0.24 3.71
C 0.88 1.54 3.25
C 2.35 1.52 3.64
S 3.04 3.17 3.69
O 2.27 4.06 2.88
O 3.33 3.54 5.04
Cl 4.84 2.94 2.74
C 1.84 -3.27 2.01
C 3.17 -3.00 1.48
O 4.00 -2.32 1.92
I 3.70 -3.95 -0.47
H 0.98 -2.61 -2.38
H -0.53 -2.42 -3.29
H -0.13 -3.99 -2.63
H -0.98 -1.53 -1.10
H -0.78 -3.99 0.46
H 0.77 -3.69 -0.27
H -0.47 -2.97 2.44
H 1.82 -1.62 -0.33
H 0.64 -0.41 -0.32
H 3.21 -0.18 0.53
H 2.08 0.95 0.52
H -2.09 -1.66 0.84
H -1.81 -1.14 2.43
H -0.54 0.93 0.92
H -2.05 0.96 1.74
H -2.93 -0.15 -0.54
H -1.45 0.54 -1.14
H -3.72 2.02 0.18
H -2.15 2.79 -0.14
H -3.73 1.37 -2.28
H -4.14 3.02 -1.90
H -1.38 2.05 -2.84
H -1.80 3.71 -2.49
H -3.31 2.09 -4.57
H -3.34 3.82 -4.34
H 0.63 -1.05 -5.70
H 0.55 -1.82 3.96
H 1.90 -1.01 3.27
H 0.36 0.25 4.80
H -0.85 0.36 3.60
H 0.78 1.73 2.19
H 0.40 2.35 3.80
H 2.52 1.11 4.63
H 2.94 0.95 2.93
H 1.99 -3.31 3.09
H 1.54 -4.28 1.74